No. 1
# C41H53F4N9O3PRuS

A structure of composition C41H53F4N9O3PRuS in a non-equilibrium geometry (ωB97M-V/def2-TZVPD, the OMol25 dataset).

Each line ends with the Mulliken spin population.
Cartesian coordinates (Å):
Ru1 -0.6424 -0.9907 0.5039  0.89
C1 -2.2360 -3.3527 -1.8542  0.01
C2 -2.9064 -3.1510 -0.5074  0.01
N1 -2.7403 -1.8291 0.1615  -0.03
C3 -3.6458 -0.9173 -0.5965  0.00
C4 -3.5789 0.5720 -0.3149  0.00
C5 -3.1851 -2.0401 1.5518  0.03
C6 -2.7416 -0.9633 2.4881  -0.02
N2 -1.2890 -0.9276 2.4070  0.11
C7 -0.5565 -0.2497 3.3843  -0.02
C8 0.8268 -0.4294 3.5313  -0.01
F1 1.4864 -1.2895 2.7272  0.01
C9 1.5860 0.2379 4.4648  -0.01
F2 2.8991 -0.0133 4.5006  0.00
C10 1.0259 1.1381 5.3453  0.05
C11 -0.3293 1.3327 5.2308  -0.02
F3 -0.9481 2.2149 6.0201  0.00
C12 -1.0951 0.6693 4.2903  0.04
F4 -2.3989 1.0088 4.2259  0.00
H1 -2.2878 -4.4124 -2.1228  0.00
H2 -1.1866 -3.0706 -1.8220  0.00
H3 -2.7157 -2.7991 -2.6621  0.00
H4 -2.5207 -3.8946 0.1834  0.00
H5 -3.9853 -3.3268 -0.6114  0.00
H6 -4.6694 -1.2725 -0.4357  0.00
H7 -3.4165 -1.0710 -1.6483  0.00
H8 -4.1646 0.8743 0.5528  0.00
H9 -3.9925 1.1112 -1.1718  0.00
H10 -2.5470 0.8756 -0.1759  0.00
H11 -2.7091 -2.9660 1.8797  -0.01
H12 -4.2729 -2.1778 1.6159  0.00
H13 -3.0874 -1.2319 3.4886  0.00
H14 -3.2070 -0.0077 2.2513  0.01
H15 1.6158 1.6613 6.0848  0.00
O1 5.9736 1.3259 1.2070  0.00
C13 5.7465 0.0088 0.7574  0.00
C14 4.2739 -0.1645 0.5139  0.00
C15 3.7858 -1.3069 -0.1110  0.00
C16 2.4272 -1.4458 -0.2890  0.02
N3 1.5438 -0.5183 0.0987  -0.01
C17 2.0189 0.6131 0.6354  -0.01
C18 3.3642 0.8134 0.8829  0.00
C19 1.0059 1.6628 0.9074  0.01
C20 1.3511 2.9937 1.0576  0.00
C21 0.3757 3.9245 1.3864  0.00
C22 0.7536 5.3680 1.6266  0.00
O2 1.2992 5.5257 2.9257  0.00
C23 -0.9189 3.4613 1.5676  0.00
C24 -1.1910 2.1196 1.3638  0.00
N4 -0.2572 1.2331 1.0021  -0.01
H16 6.9200 1.4821 1.2832  0.00
H17 6.0610 -0.7290 1.5036  0.00
H18 6.2825 -0.2111 -0.1703  0.00
H19 4.4547 -2.0872 -0.4552  0.00
H20 2.0201 -2.3019 -0.7966  0.00
H21 3.7193 1.7180 1.3541  0.00
H22 2.3789 3.3091 0.9246  0.00
H23 -0.1081 6.0177 1.4608  0.00
H24 1.5382 5.6608 0.9295  0.00
H25 0.5886 5.6044 3.5708  0.00
H26 -1.7189 4.1291 1.8695  0.00
H27 -2.1835 1.7345 1.5286  0.00
C25 1.1691 -5.8720 1.5293  0.00
N5 0.7489 -5.7383 0.1342  0.00
C26 -0.4467 -6.4704 -0.0876  0.00
N6 -1.5588 -6.1630 0.9177  0.00
C27 -1.0276 -6.0620 2.3513  0.00
N7 0.1828 -5.3312 2.4601  0.00
C28 0.0806 -3.8613 2.3573  0.00
P1 -0.4942 -3.3241 0.6638  -0.04
C29 0.7572 -4.3264 -0.2968  0.00
C30 -2.7855 -6.2849 0.6448  -0.01
H28 2.1070 -5.3401 1.6650  0.00
H29 1.3293 -6.9281 1.7518  0.00
H30 -0.2498 -7.5321 0.0616  0.00
H31 -0.8495 -6.3041 -1.0844  0.00
H32 -0.8463 -7.0995 2.6329  0.00
H33 -1.8196 -5.6433 2.9690  0.00
H34 1.0563 -3.4501 2.6051  0.01
H35 -0.6214 -3.4814 3.0986  -0.01
H36 1.7783 -3.9811 -0.1412  0.00
H37 0.5453 -4.2639 -1.3650  0.00
H38 -3.0963 -6.4660 -0.3836  0.00
H39 -3.5294 -6.1660 1.4313  0.00
C31 -1.0906 6.0008 -2.8598  0.00
C32 -1.2216 4.5156 -3.1779  0.00
C33 -0.6464 3.6788 -2.0476  0.00
N8 -0.9485 2.2362 -2.1625  0.00
C34 -0.1634 1.1815 -2.1714  0.02
S1 -0.8523 -0.4101 -1.9445  0.01
N9 1.1707 1.2587 -2.3306  0.00
C35 2.0459 2.3041 -2.8025  0.00
O3 3.0402 2.5316 -2.1710  0.00
C36 1.6909 2.9318 -4.0978  0.00
C37 2.2093 4.1911 -4.3885  0.00
C38 1.9386 4.7763 -5.6135  0.00
C39 1.1785 4.0901 -6.5576  0.00
C40 0.6816 2.8243 -6.2758  0.00
C41 0.9298 2.2456 -5.0398  0.00
H40 -1.4776 6.6079 -3.6768  0.00
H41 -0.0441 6.2799 -2.7086  0.00
H42 -1.6461 6.2677 -1.9570  0.00
H43 -0.7079 4.2808 -4.1098  0.00
H44 -2.2746 4.2496 -3.3160  0.00
H45 -1.0798 4.0020 -1.0986  0.00
H46 0.4274 3.8128 -1.9680  0.00
H47 -1.9273 1.9912 -2.1033  0.00
H48 1.6614 0.4471 -1.9814  0.00
H49 2.8182 4.6982 -3.6492  0.00
H50 2.3291 5.7598 -5.8419  0.00
H51 0.9831 4.5417 -7.5228  0.00
H52 0.1044 2.2886 -7.0183  0.00
H53 0.5517 1.2528 -4.8242  0.00

Calculated values
Spin multiplicity: 2
Total charge: +2
Molar mass (g/mol): 960.0
Calculated total energy (eV): -96491.924

No. 2
# C36H36F6N6O6S2Ti

A structure of composition C36H36F6N6O6S2Ti in a non-equilibrium geometry (ωB97M-V/def2-TZVPD, the OMol25 dataset).

Each line ends with the Löwdin charge.
Cartesian coordinates (Å):
Ti1 -0.0408 0.2441 -0.1016  1.18
C1 3.5047 2.4572 -2.3581  -0.20
C2 3.8609 1.0219 -1.9968  -0.17
C3 2.6662 0.0872 -1.7682  -0.18
N1 2.0194 0.2217 -0.4509  -0.05
C4 2.7279 -0.0116 0.6299  -0.24
C5 4.0233 -0.5829 0.6575  -0.02
C6 4.9759 -0.5783 1.6549  -0.07
C7 4.9577 0.0786 2.8806  -0.10
C8 3.8428 0.6242 3.4898  -0.08
C9 2.5150 0.5304 3.0978  -0.01
C10 1.9611 0.0896 1.8874  -0.21
N2 0.6807 -0.2498 1.7279  -0.07
C11 -0.0905 -0.7232 2.8863  -0.17
C12 -1.2585 0.1809 3.2970  -0.13
C13 -2.1200 0.5381 2.0854  -0.20
N3 -1.2973 1.3023 1.1541  -0.05
C14 -1.1082 2.5922 1.3873  -0.22
C15 -1.9406 3.3490 2.2351  -0.01
C16 -1.8829 4.6661 2.6548  -0.07
C17 -0.9454 5.6481 2.3811  -0.10
C18 0.1218 5.5195 1.5098  -0.07
C19 0.4853 4.4585 0.7002  0.00
C20 -0.0349 3.1554 0.5703  -0.21
N4 0.4319 2.2968 -0.3209  -0.04
C21 1.1470 2.8575 -1.4623  -0.19
C22 2.6527 3.1542 -1.2949  -0.17
H1 2.9763 2.4835 -3.3183  0.12
H2 4.4369 3.0094 -2.4994  0.11
H3 4.4797 1.0402 -1.0996  0.10
H4 4.4653 0.5935 -2.8005  0.12
H5 3.0051 -0.9409 -1.9054  0.11
H6 1.9082 0.2589 -2.5322  0.11
H7 4.2998 -1.1076 -0.2511  0.11
H8 5.8922 -1.1090 1.4193  0.11
H9 5.8884 0.1163 3.4329  0.10
H10 4.0122 1.0962 4.4514  0.11
H11 1.7847 0.8828 3.8168  0.11
H12 0.5733 -0.8674 3.7368  0.11
H13 -0.4904 -1.7017 2.6162  0.11
H14 -0.8800 1.1025 3.7489  0.11
H15 -1.8602 -0.3486 4.0378  0.12
H16 -3.0229 1.0653 2.3817  0.11
H17 -2.4296 -0.3599 1.5992  0.06
H18 -2.8000 2.8150 2.6133  0.10
H19 -2.6879 4.9638 3.3181  0.11
H20 -1.0630 6.5976 2.8882  0.10
H21 0.7687 6.3876 1.4336  0.11
H22 1.3707 4.6457 0.1095  0.09
H23 0.6323 3.7775 -1.7473  0.13
H24 1.0134 2.1678 -2.2941  0.10
H25 2.9829 2.8483 -0.2987  0.12
H26 2.8139 4.2311 -1.3784  0.11
C23 1.5931 -4.2268 -2.5682  -0.05
C24 0.6749 -3.4026 -3.1910  -0.03
C25 0.2703 -2.2409 -2.5513  -0.11
N5 0.7244 -1.8841 -1.3468  0.01
C26 1.5773 -2.7109 -0.7344  -0.15
C27 2.0552 -3.8687 -1.3111  -0.06
H27 1.9330 -5.1412 -3.0378  0.11
H28 0.2642 -3.6431 -4.1623  0.11
H29 -0.4118 -1.5597 -3.0367  0.09
H30 1.8983 -2.4225 0.2610  0.12
H31 2.7483 -4.4949 -0.7664  0.11
F1 -4.6210 -1.5909 0.4542  0.13
C28 -3.7483 -2.5179 0.8817  -0.65
F2 -4.3496 -3.6948 0.8491  0.15
F3 -3.4332 -2.2075 2.1376  0.14
S1 -2.2960 -2.4599 -0.3380  0.65
O1 -1.3094 -1.5915 0.3293  -0.39
O2 -2.8891 -1.9148 -1.5149  -0.24
N6 -1.8015 -3.9245 -0.5932  -0.27
S2 -1.2240 -4.8639 0.5735  0.61
O3 0.1056 -5.3256 0.3284  -0.27
O4 -1.5387 -4.3842 1.8910  -0.28
C29 -2.2331 -6.3958 0.2663  -0.68
F4 -1.5401 -7.4449 0.7059  0.14
F5 -3.4008 -6.3676 0.8968  0.14
F6 -2.4470 -6.5431 -1.0432  0.13
O5 -1.0098 0.3403 -3.8387  0.11
C30 -1.2796 0.9242 -2.8188  -0.49
O6 -1.0224 0.4450 -1.5984  -0.17
C31 -1.8914 2.2915 -2.8383  -0.14
C32 -2.5296 2.8168 -1.7209  -0.02
C33 -2.9516 4.1377 -1.7198  -0.06
C34 -2.7467 4.9321 -2.8405  -0.08
C35 -2.1430 4.3966 -3.9731  -0.07
C36 -1.7174 3.0771 -3.9724  -0.02
H32 -2.6930 2.1848 -0.8586  0.11
H33 -3.4305 4.5500 -0.8393  0.11
H34 -3.0671 5.9671 -2.8386  0.10
H35 -1.9984 5.0090 -4.8547  0.10
H36 -1.2319 2.6425 -4.8375  0.12

Calculated values
Energy above the lowest of the compared OMol25 structures with the same formula, charge and spin (kJ/mol): 81.1
Molar mass (g/mol): 874.7
Calculated total energy (eV): -120234.047

No. 3
# C17H13I3N4PdS

A structure of composition C17H13I3N4PdS (ωB97M-V/def2-TZVPD, the OMol25 dataset).

Each line ends with the natural charge from an NBO analysis.
Cartesian coordinates (Å):
Pd1 -2.3742 -0.5537 -0.9387  0.56
N1 1.9922 -1.1710 0.6591  -0.50
C1 3.0584 -1.3266 -0.2184  0.26
C2 4.3482 -1.4831 0.2829  -0.25
C3 5.3932 -1.6550 -0.5960  -0.11
C4 5.1788 -1.6758 -1.9845  -0.15
C5 3.9135 -1.5163 -2.4921  -0.17
C6 2.8393 -1.3353 -1.6084  -0.31
S1 1.2579 -1.1167 -2.2222  0.92
N2 0.3006 -0.9778 -0.9275  -0.67
C7 0.6950 -1.0323 0.3055  0.45
C8 -0.3327 -0.9470 1.3984  0.13
C9 0.0171 -1.1397 2.7235  -0.20
C10 -0.9522 -1.0543 3.7144  -0.12
C11 -2.2500 -0.7786 3.3445  -0.19
C12 -2.5324 -0.6135 1.9975  0.08
N3 -1.6068 -0.6980 1.0395  -0.44
H1 2.2276 -1.1684 1.6396  0.43
H2 4.5228 -1.4757 1.3521  0.24
H3 6.3951 -1.7801 -0.2081  0.26
H4 6.0149 -1.8171 -2.6553  0.26
H5 3.7401 -1.5270 -3.5610  0.25
H6 1.0275 -1.3778 3.0230  0.22
H7 -0.6873 -1.2076 4.7516  0.26
H8 -3.0448 -0.7031 4.0729  0.26
H9 -3.5424 -0.4157 1.6669  0.23
I1 -2.6751 -3.0924 -1.3909  -0.01
I2 -3.4211 -0.7908 -3.2785  0.06
I3 -5.7196 4.3055 -0.7414  0.28
C13 -3.8262 3.4828 -0.8357  -0.20
C14 -2.6903 4.2736 -0.9248  -0.15
C15 -1.4491 3.6576 -0.9818  -0.22
C16 -1.3785 2.2807 -0.9525  0.03
N4 -2.4764 1.5173 -0.8730  -0.46
C17 -3.6790 2.1057 -0.8171  0.01
H10 -2.7719 5.3519 -0.9511  0.26
H11 -0.5428 4.2424 -1.0506  0.25
H12 -0.4311 1.7615 -0.9986  0.20
H13 -4.5379 1.4513 -0.7637  0.23

Calculated values
Spin multiplicity: 3
Energy above the lowest of the compared OMol25 structures with the same formula, charge and spin (kJ/mol): 4.1
Total charge: +2
Molar mass (g/mol): 792.5
Calculated total energy (eV): -62403.378

Question: Which of these has the highest calculated total energy?
Answer: C17H13I3N4PdS

Question: calculated total energy of number 2 (C36H36F6N6O6S2Ti)?
Answer: -120234.047 eV

Question: Number 3 is which compound?
Answer: C17H13I3N4PdS

Question: Which value of molar mass does entry 3 give?
Answer: 792.5 g/mol